Record 1
{
  "formula": "C5H12N2",
  "method": "the ωB97M-V functional and the def2-TZVPD basis",
  "species": ["C", "C", "C", "C", "C", "N", "N", "H", "H", "H", "H", "H", "H", "H", "H", "H", "H", "H", "H"],
  "coordinates": [[-0.32, -0.03, 1.65], [0.36, -0.22, 0.29], [-0.48, 0.24, -0.92], [-1.62, -0.31, -1.31], [0.92, 0.80, -2.76], [0.27, 1.22, -1.75], [0.45, -0.84, 2.70], [-1.36, -0.29, 1.68], [-0.45, 1.04, 1.92], [1.27, 0.39, 0.26], [0.68, -1.26, 0.16], [-2.10, -0.99, -0.64], [-2.01, -0.19, -2.33], [1.07, -0.24, -3.02], [1.31, 1.48, -3.51], [0.16, 2.20, -1.51], [-0.07, -1.61, 3.12], [0.51, -0.23, 3.54], [1.39, -1.17, 2.43]],
  "molar_mass_g_mol": 100.2,
  "e_lumo_ev": -8.3332,
  "homo_energy_ev": -18.643,
  "de_lowest_kcal_mol": 19.7,
  "total_charge": 2,
  "gap_ev": 10.31
}

---

Record 2
{
  "formula": "C24H24Br3N2O2P2Sn",
  "method": "the ωB97M-V functional and the def2-TZVPD basis",
  "species": ["Sn", "C", "P", "C", "C", "C", "C", "C", "C", "C", "P", "C", "C", "H", "H", "H", "H", "H", "H", "H", "H", "H", "H", "H", "H", "H", "H", "H", "H", "O", "C", "C", "C", "N", "C", "Br", "C", "H", "H", "H", "H", "Br", "C", "C", "C", "Br", "C", "C", "C", "C", "N", "C", "C", "O", "H", "H", "H", "H"],
  "coordinates": [[-1.88, 0.47, -0.37], [1.73, 1.36, 0.32], [0.52, -0.03, 0.49], [0.18, -0.53, 2.25], [1.36, -1.47, -0.15], [2.71, -1.77, -0.26], [3.20, -2.93, -0.92], [2.24, -3.88, -1.36], [0.86, -3.68, -1.10], [0.47, -2.41, -0.68], [-1.33, -2.15, -0.60], [-2.22, -3.15, 0.67], [-2.02, -2.45, -2.26], [1.70, 1.70, -0.79], [2.70, 0.97, 0.56], [1.43, 2.18, 0.95], [1.11, -1.03, 2.59], [-0.70, -1.28, 2.22], [-0.12, 0.38, 2.80], [3.39, -1.14, 0.28], [4.29, -3.11, -0.97], [2.56, -4.78, -1.78], [0.11, -4.48, -1.20], [-2.40, -2.43, 1.48], [-1.87, -4.11, 0.95], [-3.18, -3.24, 0.17], [-2.05, -3.57, -2.43], [-1.29, -1.99, -2.90], [-2.99, -1.99, -2.35], [5.91, 0.87, -4.61], [4.63, 0.97, -4.17], [3.86, -0.16, -3.95], [2.60, 0.04, -3.41], [2.03, 1.22, -3.13], [2.74, 2.28, -3.51], [1.88, 3.94, -3.26], [4.05, 2.24, -4.05], [6.28, -0.06, -4.49], [4.23, -1.18, -4.09], [1.95, -0.79, -3.07], [4.53, 3.22, -4.12], [-6.01, -0.97, 2.70], [-4.65, 0.30, 2.99], [-4.78, 1.05, 4.14], [-4.02, 2.25, 4.37], [-4.41, 3.25, 5.86], [-3.00, 2.60, 3.45], [-2.18, 3.72, 3.63], [-1.38, 4.15, 2.57], [-1.38, 3.35, 1.38], [-1.95, 2.13, 1.30], [-2.80, 1.74, 2.34], [-3.63, 0.60, 2.02], [-3.33, -0.19, 1.04], [-5.64, 0.79, 4.82], [-2.27, 4.34, 4.48], [-0.72, 5.00, 2.64], [-1.03, 3.82, 0.51]],
  "molar_mass_g_mol": 792.8,
  "e_lumo_ev": -3.1438,
  "homo_energy_ev": -10.057,
  "de_lowest_kcal_mol": 20.5,
  "total_charge": 1,
  "gap_ev": 6.91
}

---

Record 3
{
  "formula": "C5H8N2",
  "method": "the ωB97M-V functional and the def2-TZVPD basis",
  "species": ["C", "C", "C", "N", "C", "C", "N", "H", "H", "H", "H", "H", "H", "H", "H"],
  "coordinates": [[0.22, -0.64, -0.42], [1.64, -0.81, 0.02], [-0.42, 0.67, -0.51], [-0.99, -1.03, 0.99], [0.02, 1.85, -0.94], [-1.62, 0.56, 0.43], [-2.61, 1.14, 0.77], [-0.12, -1.37, -1.16], [-1.76, -1.65, 0.74], [-0.80, -0.89, 1.98], [1.83, -0.34, 0.99], [1.92, -1.86, 0.07], [2.32, -0.34, -0.71], [-0.61, 2.73, -0.81], [0.97, 1.97, -1.45]],
  "molar_mass_g_mol": 96.1,
  "e_lumo_ev": 0.6189,
  "homo_energy_ev": -7.725,
  "de_lowest_kcal_mol": 96.0,
  "total_charge": 0,
  "gap_ev": 8.34
}

---

Record 4
{
  "formula": "C10H28NO4S",
  "method": "the ωB97M-V functional and the def2-TZVPD basis",
  "species": ["C", "C", "N", "C", "C", "S", "C", "C", "C", "O", "H", "H", "H", "H", "H", "H", "H", "H", "H", "H", "H", "H", "H", "H", "H", "H", "C", "O", "H", "H", "H", "H", "C", "O", "H", "H", "H", "H", "C", "O", "H", "H", "H", "H"],
  "coordinates": [[0.94, -1.25, 0.31], [-0.40, -0.70, 0.81], [-1.14, 0.14, -0.17], [-1.68, -0.61, -1.30], [-3.15, -0.26, -1.49], [-4.15, -1.13, -0.24], [-4.92, 0.16, 0.78], [-0.35, 1.27, -0.57], [-0.41, 2.44, 0.36], [0.29, 1.24, -1.60], [1.02, -1.16, -0.78], [1.05, -2.30, 0.56], [1.78, -0.70, 0.74], [-1.06, -1.51, 1.11], [-0.24, -0.11, 1.71], [-1.16, -0.41, -2.24], [-1.57, -1.68, -1.11], [-3.33, 0.81, -1.35], [-3.53, -0.55, -2.47], [-5.20, -1.48, -0.99], [-5.93, 0.36, 0.43], [-4.92, -0.20, 1.80], [-4.30, 1.04, 0.69], [-1.43, 2.81, 0.40], [-0.12, 2.14, 1.37], [0.24, 3.24, 0.00], [1.12, -0.12, 5.02], [1.20, -0.62, 3.69], [0.06, -0.06, 5.27], [1.60, -0.80, 5.73], [1.57, 0.87, 5.12], [2.13, -0.69, 3.45], [3.48, 2.76, -0.87], [3.28, 1.41, -1.24], [4.53, 2.87, -0.61], [3.25, 3.45, -1.68], [2.88, 3.04, 0.01], [2.35, 1.30, -1.48], [2.74, -2.11, -3.11], [2.34, -3.47, -3.11], [1.88, -1.54, -2.77], [3.57, -1.92, -2.43], [3.01, -1.75, -4.11], [3.08, -4.01, -3.41]],
  "molar_mass_g_mol": 258.4,
  "e_lumo_ev": -3.5769,
  "homo_energy_ev": -12.074,
  "de_lowest_kcal_mol": 0.0,
  "total_charge": 1,
  "gap_ev": 8.50
}

---

Record 5
{
  "formula": "C3H5N3",
  "method": "the ωB97M-V functional and the def2-TZVPD basis",
  "species": ["N", "C", "C", "N", "N", "C", "H", "H", "H", "H", "H"],
  "coordinates": [[-1.96, -0.31, -0.16], [-0.58, -0.01, -0.20], [0.54, -0.83, -0.12], [1.59, 0.02, 0.01], [1.24, 1.31, 0.05], [-0.08, 1.31, -0.08], [-1.19, -0.30, 0.91], [-2.11, -1.30, -0.42], [0.65, -1.91, -0.09], [2.55, -0.22, 0.15], [-0.65, 2.23, -0.04]],
  "molar_mass_g_mol": 83.1,
  "e_lumo_ev": 0.8068,
  "homo_energy_ev": -8.074,
  "de_lowest_kcal_mol": 86.5,
  "total_charge": 0,
  "gap_ev": 8.88
}

---

Record 6
{
  "formula": "C18H20Br4Cl2N2O3SSiZr",
  "method": "the ωB97M-V functional and the def2-TZVPD basis",
  "species": ["Zr", "Cl", "C", "Cl", "H", "H", "C", "Si", "C", "C", "C", "C", "C", "C", "N", "C", "S", "H", "H", "H", "H", "H", "H", "H", "H", "H", "H", "H", "H", "Br", "C", "C", "Br", "C", "Br", "C", "O", "C", "O", "C", "Br", "C", "C", "N", "H", "H", "H", "C", "O", "H", "H", "H"],
  "coordinates": [[-0.15, -0.36, 0.16], [-2.80, 0.13, -1.50], [-2.19, 1.76, -1.87], [-0.44, 1.64, -2.13], [-2.36, 2.38, -1.00], [-2.67, 2.12, -2.77], [4.14, -0.58, -4.06], [3.39, -2.29, -4.04], [3.20, -2.86, -5.81], [4.52, -3.46, -3.11], [1.67, -2.43, -3.25], [0.82, -3.44, -3.67], [-0.44, -3.63, -3.10], [-0.83, -2.78, -2.11], [-0.04, -1.79, -1.68], [1.20, -1.61, -2.20], [2.08, -0.35, -1.40], [5.04, -0.59, -4.68], [4.41, -0.24, -3.07], [3.44, 0.15, -4.49], [4.18, -2.82, -6.31], [2.52, -2.20, -6.36], [2.84, -3.88, -5.91], [5.51, -3.49, -3.56], [4.12, -4.48, -3.12], [4.62, -3.16, -2.07], [1.14, -4.10, -4.46], [-1.09, -4.43, -3.44], [-1.80, -2.86, -1.62], [1.49, 4.09, 5.40], [0.63, 3.27, 3.94], [-0.58, 3.76, 3.46], [-1.38, 5.27, 4.26], [-1.22, 3.13, 2.39], [-2.86, 3.72, 1.68], [-0.65, 2.02, 1.80], [-1.19, 1.32, 0.80], [0.59, 1.54, 2.26], [1.06, 0.48, 1.60], [1.21, 2.15, 3.33], [2.86, 1.42, 3.90], [3.12, -2.56, 2.84], [2.11, -2.34, 1.82], [1.31, -2.15, 1.03], [3.43, -1.60, 3.24], [3.99, -3.06, 2.40], [2.71, -3.18, 3.64], [-1.78, -1.54, 2.44], [-1.41, -1.53, 1.07], [-2.22, -2.50, 2.70], [-2.50, -0.75, 2.65], [-0.90, -1.38, 3.08]],
  "molar_mass_g_mol": 854.3,
  "e_lumo_ev": 0.1047,
  "homo_energy_ev": -7.841,
  "de_lowest_kcal_mol": 12.6,
  "total_charge": 0,
  "gap_ev": 7.95
}

---

Record 7
{
  "formula": "C26H29Cl3F2NORhSi",
  "method": "the ωB97M-V functional and the def2-TZVPD basis",
  "species": ["Rh", "F", "C", "C", "C", "C", "C", "F", "C", "C", "C", "C", "C", "C", "N", "H", "H", "H", "H", "H", "H", "Cl", "C", "C", "C", "Cl", "C", "O", "C", "Cl", "C", "H", "H", "C", "Si", "C", "C", "C", "C", "C", "C", "C", "C", "H", "H", "H", "H", "H", "H", "H", "H", "H", "H", "H", "H", "H", "H", "H", "H", "H", "H", "H", "H", "H"],
  "coordinates": [[-0.02, 0.22, -0.75], [-4.46, -1.91, -3.23], [-3.14, -1.60, -3.30], [-2.59, -0.84, -2.28], [-1.26, -0.46, -2.35], [-0.51, -0.82, -3.49], [-1.09, -1.66, -4.44], [-0.33, -2.16, -5.45], [-2.40, -2.06, -4.37], [0.80, -0.23, -3.63], [1.33, 0.14, -4.87], [2.54, 0.79, -4.93], [3.23, 1.01, -3.73], [2.65, 0.63, -2.55], [1.44, 0.05, -2.46], [-3.22, -0.56, -1.46], [-2.82, -2.71, -5.12], [0.76, -0.05, -5.77], [2.95, 1.11, -5.88], [4.21, 1.46, -3.72], [3.19, 0.78, -1.63], [4.78, 5.15, 1.56], [3.40, 4.30, 0.97], [3.36, 2.92, 1.08], [2.27, 2.24, 0.59], [2.19, 0.52, 0.68], [1.15, 2.90, 0.01], [0.10, 2.29, -0.37], [1.26, 4.31, -0.08], [-0.04, 5.16, -0.82], [2.36, 5.00, 0.38], [4.17, 2.38, 1.56], [2.41, 6.07, 0.26], [-2.98, -0.36, 1.14], [-1.05, -0.56, 1.35], [-0.60, -2.52, 1.24], [0.89, -2.74, 1.49], [-1.44, -3.25, 2.29], [-0.92, -3.07, -0.14], [-0.72, 0.29, 3.16], [0.62, -0.11, 3.78], [-1.82, -0.07, 4.17], [-0.75, 1.81, 2.98], [-3.42, -1.22, 0.64], [-3.21, 0.52, 0.56], [-3.48, -0.26, 2.10], [1.21, -2.32, 2.44], [1.48, -2.28, 0.69], [1.12, -3.81, 1.50], [-1.20, -2.91, 3.29], [-1.25, -4.32, 2.23], [-2.50, -3.08, 2.11], [-0.37, -2.53, -0.91], [-1.98, -3.00, -0.38], [-0.63, -4.12, -0.20], [0.59, -1.13, 4.17], [0.84, 0.55, 4.62], [1.44, -0.03, 3.08], [-2.03, -1.13, 4.21], [-2.74, 0.47, 3.96], [-1.49, 0.24, 5.16], [0.11, 2.17, 2.43], [-0.74, 2.30, 3.96], [-1.65, 2.12, 2.46]],
  "molar_mass_g_mol": 646.9,
  "e_lumo_ev": [-1.4491, -1.4969],
  "homo_energy_ev": [-7.641, -7.641],
  "de_lowest_kcal_mol": 75.1,
  "total_charge": 0,
  "gap_ev": [6.19, 6.14]
}

---

Record 8
{
  "formula": "C48H124N4O16",
  "method": "the ωB97M-V functional and the def2-TZVPD basis",
  "species": ["C", "O", "C", "C", "N", "C", "C", "O", "C", "H", "H", "H", "H", "H", "H", "H", "H", "H", "H", "H", "H", "H", "H", "H", "C", "O", "C", "C", "N", "C", "C", "O", "C", "H", "H", "H", "H", "H", "H", "H", "H", "H", "H", "H", "H", "H", "H", "H", "C", "O", "C", "C", "N", "C", "C", "O", "C", "H", "H", "H", "H", "H", "H", "H", "H", "H", "H", "H", "H", "H", "H", "H", "C", "O", "C", "C", "N", "C", "C", "O", "C", "H", "H", "H", "H", "H", "H", "H", "H", "H", "H", "H", "H", "H", "H", "H", "C", "C", "C", "O", "H", "H", "H", "H", "H", "H", "H", "H", "C", "C", "C", "O", "H", "H", "H", "H", "H", "H", "H", "H", "C", "C", "C", "O", "H", "H", "H", "H", "H", "H", "H", "H", "C", "C", "C", "O", "H", "H", "H", "H", "H", "H", "H", "H", "C", "C", "C", "O", "H", "H", "H", "H", "H", "H", "H", "H", "C", "C", "C", "O", "H", "H", "H", "H", "H", "H", "H", "H", "C", "C", "C", "O", "H", "H", "H", "H", "H", "H", "H", "H", "C", "C", "C", "O", "H", "H", "H", "H", "H", "H", "H", "H"],
  "coordinates": [[3.93, -4.62, -1.64], [3.08, -4.70, -2.75], [2.93, -6.03, -3.23], [2.25, -5.90, -4.59], [0.92, -5.21, -4.51], [0.42, -4.87, -5.88], [-0.84, -4.00, -5.78], [-0.58, -2.79, -5.02], [-1.73, -2.07, -4.61], [4.33, -3.61, -1.57], [4.77, -5.31, -1.71], [3.40, -4.76, -0.69], [2.35, -6.66, -2.55], [3.88, -6.57, -3.25], [2.05, -6.91, -4.94], [2.89, -5.42, -5.33], [1.08, -4.37, -3.98], [0.09, -5.63, -6.59], [1.22, -4.30, -6.34], [-1.68, -4.51, -5.30], [-1.26, -3.75, -6.76], [-1.38, -1.10, -4.27], [-2.26, -2.57, -3.81], [-2.40, -1.87, -5.45], [4.37, 0.81, -0.19], [3.61, 0.76, -1.40], [2.25, 0.41, -1.29], [1.39, 0.81, -2.48], [1.97, 0.36, -3.77], [2.32, -1.06, -3.83], [2.84, -1.51, -5.19], [3.95, -0.69, -5.57], [4.19, -0.61, -6.95], [4.00, 1.50, 0.58], [5.32, 1.20, -0.55], [4.62, -0.17, 0.20], [1.90, 0.83, -0.35], [2.20, -0.66, -1.12], [1.29, 1.89, -2.47], [0.42, 0.34, -2.37], [2.80, 0.92, -3.95], [1.43, -1.64, -3.55], [3.04, -1.34, -3.07], [2.11, -1.36, -6.00], [3.20, -2.53, -5.14], [4.40, -1.62, -7.29], [4.98, 0.10, -7.17], [3.35, -0.12, -7.45], [2.07, -1.64, 1.45], [2.16, -1.92, 2.91], [1.62, -0.77, 3.67], [1.71, -1.11, 5.18], [3.08, -1.53, 5.45], [3.89, -0.36, 5.72], [5.35, -0.70, 5.80], [5.89, -1.15, 4.56], [7.22, -1.61, 4.63], [1.10, -1.19, 1.26], [2.16, -2.51, 0.80], [2.95, -1.03, 1.24], [0.63, -0.44, 3.35], [2.22, 0.12, 3.49], [0.99, -1.88, 5.47], [1.40, -0.24, 5.77], [3.51, -1.92, 4.63], [3.52, 0.19, 6.59], [3.77, 0.35, 4.91], [5.43, -1.46, 6.57], [5.96, 0.16, 6.07], [7.90, -0.79, 4.90], [7.42, -1.99, 3.63], [7.26, -2.47, 5.30], [1.25, 3.41, 1.53], [0.47, 2.71, 0.62], [-0.94, 2.89, 0.88], [-1.76, 1.92, 0.01], [-1.39, 0.53, 0.24], [-2.01, -0.37, -0.72], [-1.46, -1.79, -0.58], [-0.06, -1.74, -0.92], [0.46, -2.99, -1.36], [1.07, 3.21, 2.59], [1.01, 4.45, 1.36], [2.30, 3.20, 1.33], [-1.22, 3.92, 0.70], [-1.20, 2.65, 1.91], [-1.56, 2.13, -1.04], [-2.80, 2.04, 0.30], [-0.39, 0.45, 0.08], [-1.90, 0.00, -1.74], [-3.09, -0.32, -0.54], [-2.00, -2.40, -1.31], [-1.60, -2.22, 0.41], [-0.05, -3.29, -2.28], [0.49, -3.76, -0.60], [1.50, -2.80, -1.61], [-2.24, -6.57, -0.85], [-1.23, -6.62, -2.03], [-1.14, -7.97, -2.66], [-1.60, -5.77, -3.13], [-2.21, -7.50, -0.28], [-3.22, -6.37, -1.26], [-1.93, -5.73, -0.23], [-0.21, -6.32, -1.79], [-2.08, -8.41, -2.97], [-0.63, -8.71, -2.04], [-0.64, -7.82, -3.61], [-0.82, -5.75, -3.69], [0.82, 6.88, 0.17], [1.02, 6.61, -1.38], [1.61, 5.24, -1.64], [-0.22, 6.84, -2.03], [0.59, 7.91, 0.46], [1.69, 6.52, 0.71], [-0.02, 6.31, 0.56], [1.78, 7.25, -1.83], [2.64, 5.10, -1.31], [1.63, 4.90, -2.68], [1.08, 4.47, -1.09], [0.01, 7.16, -2.91], [-3.57, 1.92, -4.77], [-2.88, 2.61, -3.58], [-1.38, 2.65, -3.79], [-3.32, 3.93, -3.68], [-4.61, 1.69, -4.57], [-3.15, 0.92, -4.89], [-3.36, 2.44, -5.71], [-3.21, 2.11, -2.68], [-1.05, 1.62, -3.91], [-0.90, 3.29, -3.04], [-1.18, 3.09, -4.76], [-2.84, 4.44, -3.01], [-4.40, 5.11, -0.44], [-3.38, 6.09, -1.02], [-2.82, 7.04, 0.04], [-2.35, 5.30, -1.55], [-5.12, 5.57, 0.23], [-3.83, 4.42, 0.19], [-4.93, 4.54, -1.20], [-3.86, 6.71, -1.79], [-2.24, 6.48, 0.77], [-3.69, 7.41, 0.57], [-2.25, 7.90, -0.31], [-1.59, 5.87, -1.67], [3.44, 4.06, 7.10], [2.20, 3.79, 6.27], [2.03, 4.80, 5.10], [2.18, 2.52, 5.71], [3.49, 3.36, 7.93], [3.49, 5.06, 7.52], [4.28, 3.93, 6.41], [1.29, 3.91, 6.85], [0.98, 4.77, 4.80], [2.79, 4.56, 4.35], [2.27, 5.79, 5.47], [1.36, 2.43, 5.22], [-2.32, -1.51, 4.81], [-2.29, -1.09, 3.36], [-3.60, -1.06, 2.64], [-1.81, 0.25, 3.26], [-1.37, -1.41, 5.33], [-2.70, -2.53, 4.90], [-3.08, -0.98, 5.38], [-1.59, -1.77, 2.88], [-4.21, -0.30, 3.12], [-4.08, -2.03, 2.53], [-3.52, -0.74, 1.60], [-1.86, 0.44, 2.32], [-2.67, 4.00, 4.38], [-1.72, 3.29, 5.36], [-2.52, 2.27, 6.14], [-0.82, 2.47, 4.62], [-3.48, 4.58, 4.81], [-3.07, 3.22, 3.73], [-2.11, 4.59, 3.66], [-1.21, 4.06, 5.94], [-1.88, 1.65, 6.76], [-3.09, 1.59, 5.51], [-3.26, 2.74, 6.79], [-1.30, 1.75, 4.21], [-6.76, -3.72, -1.09], [-5.59, -2.95, -0.41], [-4.65, -3.88, 0.38], [-4.84, -2.46, -1.49], [-7.18, -3.09, -1.87], [-7.46, -4.02, -0.31], [-6.36, -4.65, -1.50], [-6.00, -2.10, 0.15], [-3.72, -3.38, 0.65], [-4.38, -4.80, -0.12], [-5.16, -4.05, 1.33], [-4.68, -3.17, -2.11]],
  "molar_mass_g_mol": 1013.5,
  "e_lumo_ev": 0.5752,
  "homo_energy_ev": -8.048,
  "de_lowest_kcal_mol": 0.0,
  "total_charge": 0,
  "gap_ev": 8.62
}